H18KrO9 | ωB97M-V/def2-TZVPD

The geometry in XYZ format:
```
28
H18KrO9 (ωB97M-V/def2-TZVPD)
Kr -0.24725 -0.47331 -0.35561
O -3.80837 -0.75421 -1.02955
H -3.30225 -0.45039 -1.78307
H -4.67808 -0.93978 -1.38369
O -3.30424 -0.79928 2.00760
H -3.57804 0.09322 2.21904
H -3.49956 -0.89577 1.07552
O 0.72058 1.61472 2.51644
H 0.94971 2.43154 2.07312
H -0.23144 1.65087 2.60913
O 2.25027 0.69585 -2.86833
H 2.65031 0.51062 -2.01868
H 1.61360 1.38753 -2.68816
O 2.47512 -0.50225 1.86448
H 2.04110 -1.33490 2.05037
H 1.86141 0.16305 2.17590
O 1.18806 -2.72635 2.85415
H 1.47687 -2.60929 3.75919
H 0.23350 -2.67032 2.89769
O 3.37777 0.61656 -0.47974
H 4.21213 0.19457 -0.68469
H 2.96971 0.04025 0.16647
O -1.98075 -0.93384 -3.18952
H -1.19374 -0.71020 -3.68633
H -1.80260 -1.80594 -2.83749
O 0.03351 2.56171 -2.06319
H 0.44167 3.16826 -1.44533
H -0.86900 2.47709 -1.75572
```

Values from the calculation:
**Energy**: -93649.9386 eV
**Gap between HOMO and LUMO**: 9.9 eV
**LUMO level**: 0.0 eV
**Total charge**: 0
**HOMO level**: -9.91 eV
**F_max**: 1.3 eV/Å

Which charges does Löwdin predict for the atoms? In e, they are: Kr 0.25; O -0.07; H -0.01; H 0.05; O -0.07; H 0.02; H -0.02; O -0.04; H 0.05; H 0.05; O -0.10; H -0.05; H -0.03; O -0.08; H -0.02; H -0.01; O -0.03; H 0.06; H 0.06; O -0.06; H 0.06; H -0.01; O -0.08; H 0.05; H 0.04; O -0.06; H 0.04; H 0.03



C29H32BrN2O8PS2Sc | ωB97M-V/def2-TZVPD

The geometry in XYZ format:
```
76
C29H32BrN2O8PS2Sc (ωB97M-V/def2-TZVPD)
Sc -0.18180 -1.16519 -1.17589
N -0.23269 -3.17665 0.08378
C -0.71901 -4.39327 -0.57541
C -2.12843 -4.19781 -1.12334
C -2.16386 -3.32026 -2.37091
O -2.78198 -3.67796 -3.35786
O -1.47835 -2.22204 -2.29065
H 0.71687 -3.29133 0.41887
H -0.81145 -2.93148 0.88418
H -0.70958 -5.24831 0.10947
H -0.03236 -4.61807 -1.39460
H -2.75550 -3.72964 -0.35722
H -2.57151 -5.15977 -1.37662
O 0.79789 1.22026 0.63174
C 1.31834 0.14578 1.15141
O 1.09783 -0.95970 0.67448
C 2.24507 0.35897 2.32801
N 2.07328 1.72857 2.81705
C 3.38674 2.34719 2.98939
C 4.18360 1.72315 1.85040
C 3.72362 0.26413 1.89045
H 1.98637 -0.40221 3.06249
H 1.44374 1.77538 3.60823
H 1.04881 1.95295 1.25091
H 3.84563 2.09617 3.95522
H 3.31012 3.43251 2.91872
H 5.26073 1.83188 1.97210
H 3.89566 2.18345 0.90252
H 4.28532 -0.28807 2.64523
H 3.83804 -0.25247 0.93873
Br 5.11665 0.17259 -1.74872
C 4.65508 -1.03172 -3.14234
C 5.65663 -1.32963 -4.05578
C 5.40903 -2.22223 -5.08566
C 4.16703 -2.83061 -5.19203
C 3.18234 -2.53962 -4.26477
C 3.40189 -1.62792 -3.23256
C 2.23643 -1.34182 -2.31926
O 2.06887 -0.22206 -1.81746
O 1.40422 -2.29182 -2.14811
H 6.62513 -0.86040 -3.95289
H 6.19192 -2.44314 -5.80006
H 3.96633 -3.53118 -5.99197
H 2.20882 -3.00825 -4.31589
S -0.85531 -0.00239 3.59759
P -2.16560 0.44037 2.16772
S -2.34914 -0.78866 0.58500
C -1.90774 2.15575 1.59303
C -1.65405 3.15009 2.53821
C -1.44924 4.45829 2.13066
C -1.48522 4.77877 0.77628
C -1.73234 3.79179 -0.16508
C -1.95188 2.48139 0.24426
C -3.84755 0.55495 2.88487
C -4.06428 0.41153 4.24776
C -5.34646 0.54103 4.76911
C -6.41381 0.81923 3.93015
C -6.20001 0.96452 2.56406
C -4.92388 0.83101 2.04305
H -1.60435 2.88770 3.58881
H -1.25466 5.22856 2.86767
H -1.31143 5.80014 0.45854
H -1.73491 4.00331 -1.22658
H -2.10749 1.71357 -0.50144
H -3.22025 0.19394 4.89045
H -5.50822 0.42293 5.83370
H -7.41287 0.92102 4.33638
H -7.03061 1.17857 1.90305
H -4.75632 0.93023 0.97729
C -0.74079 0.43639 -4.43820
C -1.00368 1.19387 -3.15221
O -1.43962 2.33370 -3.14946
O -0.72313 0.52250 -2.07529
H -1.08202 1.00729 -5.29821
H -1.23822 -0.53378 -4.39248
H 0.33360 0.25403 -4.52208
```

Values from the calculation:
**Energy**: -171667.9324 eV
**Gap between HOMO and LUMO**: 7.7 eV
**LUMO level**: 2.2 eV
**Total charge**: -1
**HOMO level**: -5.52 eV
**F_max**: 0.2 eV/Å

Which charges does Löwdin predict for the atoms? In e, they are: Sc 0.95; N -0.06; C -0.23; C -0.11; C -0.62; O 0.05; O -0.14; H 0.09; H 0.05; H 0.11; H 0.12; H 0.10; H 0.11; O 0.13; C -0.52; O -0.02; C -0.26; N -0.03; C -0.20; C -0.17; C -0.11; H 0.13; H 0.09; H 0.13; H 0.11; H 0.11; H 0.11; H 0.11; H 0.12; H 0.08; Br 0.81; C -0.59; C -0.14; C -0.09; C -0.08; C -0.01; C -0.15; C -0.61; O -0.03; O -0.07; H 0.09; H 0.10; H 0.10; H 0.12; S 0.25; P 0.11; S 0.37; C -0.38; C -0.12; C -0.10; C -0.09; C -0.06; C -0.10; C -0.38; C -0.11; C -0.10; C -0.10; C -0.09; C -0.10; H 0.08; H 0.09; H 0.09; H 0.10; H 0.06; H 0.05; H 0.10; H 0.09; H 0.10; H 0.10; C 0.01; C -0.64; O 0.04; O -0.17; H 0.07; H 0.08; H 0.08



C8H9FN2 | ωB97M-V/def2-TZVPD

The geometry in XYZ format:
```
20
C8H9FN2 (ωB97M-V/def2-TZVPD)
C 0.96806 0.07658 -1.48322
C -1.33666 -1.39858 0.00985
C 0.47116 0.30677 -0.26454
C -0.64261 -0.37332 0.42922
C 0.24306 1.28383 1.64955
C 0.55171 -0.95009 -2.50015
C -0.46345 -1.97412 -2.12481
C 0.43322 2.17551 2.82049
N 0.95212 1.30982 0.57867
N -0.74064 0.32802 1.63884
F -1.58093 -1.97904 -2.88113
H 1.77513 0.71167 -1.81538
H -2.16393 -2.00427 0.28715
H 0.17037 -0.40550 -3.37289
H 1.46848 -1.46639 -2.81482
H -0.16303 -2.98446 -1.87746
H 0.16936 1.66151 3.74386
H -0.19278 3.06416 2.72925
H 1.46961 2.49588 2.86887
H -1.38825 0.12202 2.37865
```

Values from the calculation:
**Energy**: -14135.9824 eV
**Gap between HOMO and LUMO**: 8.1 eV
**LUMO level**: 0.7 eV
**Total charge**: 0
**HOMO level**: -7.44 eV
**F_max**: 4.4 eV/Å

Which charges does Löwdin predict for the atoms? In e, they are: C -0.03; C 0.16; C -0.25; C -0.31; C -0.40; C -0.17; C -0.12; C -0.01; N 0.13; N 0.12; F -0.01; H 0.11; H 0.03; H 0.12; H 0.12; H 0.11; H 0.08; H 0.09; H 0.08; H 0.15



C31H26ClI2InN7OS | ωB97M-V/def2-TZVPD

The geometry in XYZ format:
```
70
C31H26ClI2InN7OS (ωB97M-V/def2-TZVPD)
In -0.38850 0.09707 -0.07824
I 0.76248 2.09962 7.27913
C 0.30926 2.01037 5.24760
C -0.94100 2.41598 4.79752
C -1.23648 2.33182 3.44530
I -3.06310 3.05793 2.73988
C -0.31242 1.81764 2.51121
O -0.60448 1.70379 1.22721
C 0.96189 1.47523 2.99116
C 1.97671 1.04064 1.97579
N 1.57972 -0.24645 1.30852
C 1.49925 -1.39107 2.22492
C 0.28656 -2.25769 1.98803
C -0.08818 -3.21221 2.92487
C -1.13889 -4.06106 2.63918
C -1.79353 -3.95063 1.41787
C -1.39540 -2.95886 0.55698
N -0.37264 -2.11343 0.83516
C 1.26248 1.56159 4.34816
H -1.67518 2.81006 5.49043
H 2.04144 1.78689 1.18765
H 2.95728 0.94999 2.44089
H 2.25133 -0.45824 0.58142
H 2.37755 -2.02633 2.11822
H 1.48356 -1.04419 3.25305
H 0.44742 -3.27717 3.86543
H -1.44968 -4.80651 3.36138
H -2.61252 -4.60895 1.15018
H -1.90086 -2.81250 -0.39004
H 2.25656 1.29148 4.69746
N -1.73860 3.81539 -1.48427
C -1.05093 2.65798 -1.55107
S -1.99211 1.15563 -1.67974
N 0.25201 2.72313 -1.55807
N 0.80781 1.47408 -1.48287
C 1.72673 1.13611 -2.29916
C 2.31099 2.04326 -3.32100
C 2.35781 1.62964 -4.65107
C 2.88408 2.46816 -5.62426
C 3.37295 3.71897 -5.26849
C 3.33899 4.12961 -3.93943
C 2.80420 3.29685 -2.96655
C 2.14858 -0.29967 -2.29480
C 3.38527 -0.65476 -2.81256
C 3.71791 -1.99488 -2.91993
C 2.79264 -2.94890 -2.53811
C 1.58439 -2.52120 -2.02026
N 1.26027 -1.22418 -1.87677
H -2.73294 3.79587 -1.39922
H -1.24043 4.67329 -1.32344
H 1.97520 0.65055 -4.92810
H 2.90638 2.14674 -6.66186
H 3.78288 4.37553 -6.02814
H 3.72172 5.10715 -3.66014
H 2.75293 3.62221 -1.93354
H 4.05956 0.12303 -3.15132
H 4.68075 -2.29070 -3.32300
H 2.99723 -4.00893 -2.63980
H 0.84137 -3.24013 -1.70742
Cl -3.26810 -0.59913 5.03122
C -3.53311 -0.56128 3.32877
C -4.80571 -0.56479 2.79701
C -4.94104 -0.51922 1.41724
C -3.80526 -0.46903 0.62678
N -2.57286 -0.46927 1.15175
C -2.44783 -0.50936 2.48356
H -5.66877 -0.59621 3.45112
H -5.92151 -0.52297 0.95423
H -3.88422 -0.43117 -0.45066
H -1.44608 -0.49661 2.89955
```

Values from the calculation:
**Energy**: -89776.7445 eV
**Gap between HOMO and LUMO**: 7.1 eV
**LUMO level**: -2.9 eV
**Total charge**: +1
**HOMO level**: -9.98 eV
**F_max**: 0.7 eV/Å

Which charges does Löwdin predict for the atoms? In e, they are: In 0.69; I 0.88; C -0.75; C -0.23; C -0.62; I 0.99; C -0.44; O -0.23; C -0.17; C -0.11; N -0.06; C -0.11; C -0.26; C 0.00; C -0.02; C -0.03; C -0.12; N 0.04; C -0.12; H 0.09; H 0.12; H 0.13; H 0.11; H 0.14; H 0.13; H 0.13; H 0.12; H 0.12; H 0.12; H 0.10; N 0.11; C -0.80; S 0.68; N 0.03; N -0.06; C -0.17; C -0.19; C -0.03; C -0.06; C -0.07; C -0.06; C -0.03; C -0.22; C 0.00; C -0.03; C -0.04; C -0.11; N 0.09; H 0.09; H 0.11; H 0.12; H 0.11; H 0.11; H 0.11; H 0.11; H 0.13; H 0.12; H 0.12; H 0.11; Cl 0.73; C -0.67; C -0.07; C -0.03; C -0.14; N 0.00; C -0.20; H 0.12; H 0.12; H 0.08; H 0.11